The following is a DFT calculation (ωB97M-V/def2-TZVPD) of a structure of composition C37H56ClILuN2OSi5Te.

The geometry in XYZ format:
```
105
C37H56ClILuN2OSi5Te | the Open Molecules 2025 dataset | ωB97M-V/def2-TZVPD
Lu 0.00000 0.00000 0.00000
Cl -3.80712 3.65762 4.58290
C -3.10731 2.94402 3.15972
C -3.64867 3.33209 1.94805
C -3.13211 2.79632 0.77043
I -4.08591 3.50441 -1.01784
C -2.06233 1.85733 0.73390
O -1.61451 1.38648 -0.37681
C -1.52273 1.47556 2.01262
N -0.49619 0.58278 2.09306
C 0.01975 0.21519 3.27843
C -0.43063 0.69469 4.48119
C -1.47375 1.60540 4.44666
C -2.04683 2.01995 3.21881
H -4.46541 4.04481 1.91752
H 0.83221 -0.50036 3.21675
H 0.01213 0.37331 5.41425
H -1.84023 1.99327 5.39240
C 1.18359 2.00327 0.12573
Si 2.33661 1.96505 -1.29002
C 2.96343 0.14578 -1.41680
N 1.83608 -0.76125 -1.12315
C 2.27067 -1.95460 -0.38850
C 3.14896 -2.89497 -1.21902
C 2.63937 -3.06686 -2.65056
C 1.20402 -2.57854 -2.78918
C 1.06617 -1.11835 -2.33429
C 1.57264 2.49386 -2.93895
C 0.24855 2.96003 -3.01703
C -0.30648 3.33087 -4.24477
C 0.44764 3.24104 -5.41188
C 1.75956 2.77913 -5.35590
C 2.31833 2.40652 -4.13136
C 3.78331 3.16094 -0.95469
C 3.92726 4.37769 -1.64522
C 4.99485 5.23687 -1.36891
C 5.92902 4.90388 -0.39188
C 5.79637 3.71226 0.31421
C 4.73332 2.84821 0.03842
H 0.47691 2.96467 0.37802
H 1.64323 1.92198 1.13587
H 3.73739 0.05352 -0.64605
H 3.44199 -0.05137 -2.38258
H 1.38040 -2.49649 -0.04233
H 2.79813 -1.66978 0.53059
H 3.18216 -3.87219 -0.72230
H 4.18228 -2.52851 -1.24657
H 2.71816 -4.11688 -2.95372
H 3.28180 -2.49709 -3.33369
H 0.54125 -3.21821 -2.19276
H 0.87612 -2.67150 -3.83087
H 0.00629 -0.92341 -2.13002
H 1.32490 -0.47097 -3.18057
H -0.37243 3.03426 -2.12609
H -1.33251 3.68767 -4.28805
H 0.01244 3.52932 -6.36485
H 2.34990 2.70763 -6.26550
H 3.34820 2.05110 -4.12177
H 3.21111 4.68338 -2.40650
H 5.09155 6.17105 -1.91634
H 6.75486 5.57615 -0.17647
H 6.51786 3.45528 1.08551
H 4.65541 1.93163 0.62115
C -0.82972 -3.60674 5.11356
Si 0.58012 -4.65233 4.47572
C 0.59352 -6.27355 5.39840
C 2.14189 -3.72046 4.89220
Si 0.39740 -4.95776 2.24232
Te 0.22533 -2.69913 1.22552
Si 2.24110 -5.92733 1.36143
C 2.05937 -6.14692 -0.48228
C 3.73784 -4.83785 1.60785
C 2.57856 -7.59536 2.12658
Si -1.49475 -6.06539 1.68752
C -1.45932 -7.83493 2.27835
C -1.74452 -6.05340 -0.16333
C -2.99319 -5.22753 2.41699
H -0.68513 -3.42709 6.19860
H -1.79246 -4.12472 4.96978
H -0.84337 -2.63505 4.57894
H 0.69213 -6.07341 6.48488
H 1.44897 -6.89104 5.06402
H -0.35430 -6.81463 5.21440
H 2.16561 -3.52127 5.98320
H 2.16260 -2.75808 4.34067
H 3.02426 -4.33187 4.63182
H 1.84214 -5.16781 -0.95573
H 1.24943 -6.86587 -0.69695
H 3.00583 -6.55396 -0.89347
H 3.55407 -3.84461 1.14980
H 4.61434 -5.31105 1.11968
H 3.95819 -4.71771 2.68177
H 1.71848 -8.27040 1.95432
H 2.75186 -7.47878 3.21377
H 3.48417 -8.03367 1.65978
H -0.61197 -8.36883 1.80718
H -2.40744 -8.33382 1.99116
H -1.35381 -7.86281 3.38000
H -0.93009 -6.59902 -0.66864
H -1.77609 -5.00623 -0.52722
H -2.70485 -6.55455 -0.40219
H -2.95923 -5.28903 3.51851
H -3.90701 -5.74908 2.06566
H -3.02469 -4.16744 2.09045
H -0.91811 -1.05054 -1.44703
```

Output
HOMO-LUMO gap: 5.381 eV
Electronic energy: -145233.4626 eV
Highest occupied orbital energy: -0.1317 hartree
2S+1: 1
Charge: -1